The following is a quantum chemistry calculation of a 19-piece molecular cluster, C35H66Cl36N5O3 overall at a distorted geometry, from the Open Molecules 2025 dataset.

XYZ file:
```
145
Properties=species:S:1:pos:R:3:mulliken_charge:R:1
C -2.34884 -3.26596 2.00616 1.048
C -1.24576 -3.75925 1.10804 0.417
O -1.13516 -4.92301 0.84444 -0.590
O -0.42310 -2.80606 0.57744 0.109
C 0.95740 -2.93755 0.97547 -1.035
C 1.58874 -1.58550 1.26121 -0.532
C 1.27240 -1.00471 2.63858 -0.722
N -0.17178 -0.74972 2.89809 1.279
C -0.45914 -0.67682 4.35865 -0.897
C -0.17787 -2.00091 5.08544 -0.671
C -1.39672 -2.66315 5.65633 -0.121
N -1.11653 -3.62100 6.69024 -0.468
O -2.51458 -2.44522 5.27119 -0.507
C -0.62723 0.36064 2.28673 -0.955
N -1.08080 1.44497 2.95545 -0.151
N -0.67340 0.38754 0.89239 1.109
C -2.07114 0.55792 0.37884 -1.308
C -2.23189 -0.47585 -0.72864 0.932
C -3.65517 -0.54513 -1.32353 -1.412
C -4.19105 -1.98179 -1.35069 0.168
N -5.19297 -2.21779 -0.31876 0.438
C -5.45168 -3.47388 0.15987 -0.781
C -6.40277 -3.39096 1.15569 -0.650
C -6.74641 -2.01330 1.25216 -2.069
C -5.99819 -1.32567 0.33526 -0.032
H -3.18445 -2.94121 1.38555 -0.834
H -2.01934 -2.40508 2.57983 -0.794
H -2.64948 -4.03603 2.70464 0.575
H 1.48828 -3.35355 0.12158 0.428
H 1.06150 -3.64759 1.79713 0.448
H 2.66936 -1.74362 1.26090 0.548
H 1.38398 -0.90623 0.44568 0.179
H 1.67767 -1.71599 3.35161 0.404
H 1.82703 -0.08032 2.81445 0.321
H 0.14479 0.11886 4.79634 0.354
H -1.51611 -0.46134 4.48723 0.673
H 0.28809 -2.71061 4.39835 0.344
H 0.55584 -1.81375 5.85860 0.550
H -1.87409 -3.53595 7.35883 0.345
H -1.13742 -4.53725 6.25304 0.300
H -0.74221 2.34480 2.65018 0.199
H -1.79669 1.45219 3.66511 0.136
H -0.09642 1.14520 0.51228 -0.532
H -2.26097 1.58077 0.05351 0.265
H -2.78595 0.31783 1.16706 0.480
H -1.45408 -0.33847 -1.47710 0.517
H -2.02945 -1.42544 -0.24302 -0.749
H -4.30081 0.12675 -0.76843 0.575
H -3.58268 -0.22431 -2.35939 0.262
H -4.56163 -2.22904 -2.34431 0.591
H -3.37753 -2.67297 -1.15580 -0.246
H -4.93405 -4.32419 -0.24662 0.445
H -6.77613 -4.21705 1.73297 0.625
H -7.45674 -1.58283 1.92710 1.465
H -5.98004 -0.27488 0.12438 0.397
C 3.49202 2.28180 -0.37377 -0.412
Cl 4.41720 0.93344 -1.02799 -0.131
Cl 1.92874 1.73177 0.27422 0.108
H 4.05394 2.74020 0.43116 0.331
H 3.29759 3.00078 -1.16288 0.169
C 3.61103 1.75284 -4.96752 -0.213
Cl 2.05529 1.07764 -4.46038 -0.106
Cl 3.49971 3.46160 -5.41040 -0.039
H 4.31431 1.65285 -4.14825 0.363
H 3.95305 1.19275 -5.83018 0.034
C -10.65677 -2.37530 -0.47843 0.182
Cl -10.61029 -0.78231 -1.25000 -0.191
Cl -9.27465 -2.60244 0.61377 0.008
H -11.57864 -2.46135 0.08710 0.339
H -10.61082 -3.14885 -1.24389 -0.328
C -1.38694 -4.81360 -2.87760 -0.202
Cl -3.12243 -4.98531 -2.58358 -0.118
Cl -0.98293 -3.19554 -3.47030 -0.146
H -0.86246 -4.98193 -1.94337 0.095
H -1.08492 -5.54400 -3.61831 0.387
C 2.68071 7.02863 -6.37158 -0.168
Cl 2.21112 8.67699 -6.80223 -0.175
Cl 4.19471 7.00113 -5.45121 -0.071
H 1.89590 6.59126 -5.77081 0.115
H 2.82046 6.45553 -7.28079 0.316
C 4.70695 10.05111 -3.32802 0.313
Cl 4.70687 9.65588 -1.60215 -0.157
Cl 5.87425 11.30219 -3.76435 -0.155
H 4.96160 9.15133 -3.87333 -0.366
H 3.71532 10.38665 -3.60687 0.328
C 8.38819 6.85207 -4.98720 -0.423
Cl 7.25569 7.72757 -3.95573 -0.077
Cl 7.74208 5.26919 -5.44735 -0.111
H 8.56464 7.43367 -5.88396 0.278
H 9.31383 6.70799 -4.44338 0.333
C -10.09110 -4.75940 3.47186 0.349
Cl -9.47461 -6.36493 3.05906 -0.163
Cl -11.80405 -4.80348 3.90554 -0.169
H -9.52837 -4.37822 4.31592 0.260
H -9.96869 -4.11432 2.61072 -0.268
C -10.71881 -5.41655 -3.42666 -0.291
Cl -10.87770 -5.32890 -1.66511 -0.133
Cl -9.18825 -4.72658 -3.97511 -0.134
H -10.76215 -6.45647 -3.72625 0.291
H -11.53300 -4.86062 -3.87589 0.273
C 4.97604 -1.80630 -7.40627 -0.373
Cl 3.86515 -0.97444 -6.30152 -0.099
Cl 4.36966 -3.40189 -7.85157 -0.150
H 5.08195 -1.20710 -8.30256 0.303
H 5.93565 -1.92059 -6.91604 0.298
C 3.34280 -2.77789 7.86029 0.117
Cl 3.81776 -1.08694 8.05061 -0.170
Cl 2.88339 -3.13817 6.18754 -0.115
H 4.18551 -3.41464 8.12878 -0.146
H 2.49143 -2.97556 8.50184 0.307
C 0.19465 4.77376 -2.65003 -0.617
Cl 0.61619 3.39120 -1.62358 -0.015
Cl 1.58435 5.34523 -3.57296 -0.092
H -0.59105 4.48643 -3.33902 0.314
H -0.14711 5.57492 -2.00532 0.353
C 7.72445 2.33056 -7.72900 -0.151
Cl 8.95882 1.08847 -7.95429 -0.165
Cl 6.34669 1.72090 -6.79632 -0.052
H 8.16196 3.16544 -7.19631 0.066
H 7.36774 2.64892 -8.70107 0.319
C 7.21840 -5.00129 7.36881 -0.225
Cl 5.55135 -5.15606 7.94917 -0.167
Cl 7.56219 -3.35924 6.82112 -0.142
H 7.89080 -5.24882 8.18109 0.281
H 7.35879 -5.68444 6.54011 0.269
C -5.35252 -0.08180 5.48466 -0.303
Cl -4.78970 1.60293 5.46684 -0.186
Cl -5.62741 -0.69331 3.85563 0.023
H -4.59365 -0.69088 5.95514 0.114
H -6.27993 -0.13456 6.04283 0.384
C 6.53558 8.36183 1.36842 0.170
Cl 7.93779 7.32876 1.08377 -0.153
Cl 5.17629 7.43323 2.02636 -0.151
H 6.81014 9.13794 2.07235 0.286
H 6.22334 8.79788 0.42829 -0.131
C 5.20610 -5.12214 -3.31068 -0.304
Cl 5.15632 -3.36824 -3.05982 -0.116
Cl 4.81958 -5.54226 -4.97799 -0.121
H 6.20547 -5.47427 -3.08515 0.286
H 4.48426 -5.59137 -2.65264 0.258
C 1.44819 6.43561 2.77699 -0.118
Cl 1.51815 4.76711 2.17698 -0.067
Cl -0.02209 7.25146 2.24372 -0.159
H 1.46556 6.41757 3.85991 0.306
H 2.30675 6.97872 2.39865 0.040
```

**Molar mass**: 1881.253 g mol⁻¹
**Energy above the lowest of the compared OMol25 structures with the same formula, charge and spin**: 0.0 kJ/mol
**LUMO energy**: -3.61 eV
**Charge**: +1